[1]
Computed, not measured: a molecular structure, C19H34F6OP2Pd at a distorted geometry, with ωB97M-V/def2-TZVPD.

XYZ file:
```
63
Properties=species:S:1:pos:R:3:lowdin_charge:R:1
Pd -1.61 2.35 -0.24 0.79
P 1.42 -2.39 -1.17 0.85
P 2.94 1.14 -1.07 0.91
F -5.14 2.48 0.87 0.10
F -3.07 -1.52 2.67 0.09
F -5.12 -0.99 3.19 0.10
F -6.22 1.21 2.29 0.10
F -5.88 0.52 0.23 0.13
F -4.66 -1.74 1.18 0.14
O -3.00 0.61 0.69 -0.20
C -5.31 1.19 1.25 -0.50
C 2.13 -3.42 0.17 -0.24
C 0.12 0.00 -1.52 -0.35
C 3.61 -0.54 -1.21 -0.30
C 1.52 1.41 -0.03 -0.43
C 0.63 -3.52 -2.33 -0.22
C 2.88 -1.66 -1.99 -0.36
C -3.88 0.57 1.68 -0.51
C 1.32 0.64 1.30 -0.16
C -3.46 1.30 2.96 -0.01
C -1.15 -0.81 -1.32 -0.19
C 4.29 2.08 -0.33 -0.17
C 0.19 1.35 -0.90 -0.32
C 0.84 -0.83 1.45 -0.22
C -0.84 -1.90 -0.25 -0.20
C -0.41 -1.49 1.02 -0.14
C -1.90 3.75 1.07 -0.28
C 2.73 1.78 -2.73 -0.16
C -4.21 -0.94 2.16 -0.49
H -1.32 4.60 0.71 -0.03
H -2.98 3.96 1.06 -0.01
H 1.68 2.44 0.30 0.11
H -4.28 1.32 3.69 0.09
H 3.58 -2.52 -2.09 0.09
H -1.54 3.35 2.03 -0.02
H -0.35 -3.79 -1.93 0.05
H 0.21 2.10 -1.70 0.05
H 4.53 -0.34 -1.80 0.10
H 2.26 0.65 1.91 0.11
H 0.59 1.35 1.77 0.12
H 1.28 -4.40 -2.39 0.04
H 3.92 -0.87 -0.20 0.10
H 2.22 2.76 -2.71 0.08
H 0.54 -3.04 -3.32 0.06
H 4.66 1.54 0.56 0.07
H 1.67 -1.52 1.25 0.06
H 3.94 3.08 -0.06 0.07
H 3.75 1.91 -3.13 0.06
H -1.52 -2.77 -0.34 0.10
H 2.89 -2.89 0.75 0.04
H 2.59 -4.29 -0.32 0.04
H -3.14 2.31 2.70 0.05
H -2.00 -0.14 -1.06 0.09
H 0.96 -0.62 -1.01 -0.02
H 1.31 -3.76 0.81 0.06
H -2.61 0.76 3.40 0.09
H 2.18 1.07 -3.37 0.06
H 2.59 -1.33 -3.01 0.09
H 0.72 -0.87 2.54 0.11
H 5.08 2.14 -1.09 0.06
H 0.38 0.06 -2.60 0.11
H -1.40 -1.27 -2.28 0.10
H -1.11 -1.63 1.84 0.09
```

## Properties
- 2S+1 = 3
- max |F| (eV/Å) = 2.872
- total charge = 0
- E_tot (eV) = -60656.186
- orbital gap (alpha / beta) (eV) = 5.786 / 5.897
- ⟨S²⟩ = 2.006
- LUMO energy (alpha / beta) (eV) = -0.31 / -0.35
- energy relative to the best compared isomer or geometry (same formula, charge and spin) (kJ/mol) = 423.48

=====

[2]
Computed, not measured: a molecular structure, C19H34MoN5O3S, with ωB97M-V/def2-TZVPD.

XYZ file:
```
63
Properties=species:S:1:pos:R:3:lowdin_charge:R:1
Mo -1.00 1.75 -0.24 1.50
S -0.72 -0.49 -0.75 0.75
O -2.96 1.34 0.02 -0.20
O -1.09 3.21 -1.35 -0.27
O -0.31 5.33 -1.58 0.25
N 1.48 -1.19 -2.08 0.04
N -1.01 2.38 1.76 -0.07
N -4.15 2.95 1.04 0.15
N 1.17 2.23 -0.65 -0.05
N 1.56 -1.61 0.17 0.06
C -1.05 2.97 4.45 0.04
C -1.98 3.21 2.25 -0.20
C 3.43 -3.42 2.60 -0.09
C 1.04 -1.85 1.54 -0.19
C 2.34 -4.05 1.73 -0.25
C -0.07 2.13 3.95 0.01
C 1.16 -3.18 -4.55 -0.23
C -5.33 1.05 0.06 0.07
C -4.09 1.81 0.39 -0.40
C 2.09 -3.82 -3.51 -0.10
C 1.31 3.53 -1.38 -0.07
C -2.99 3.81 1.30 -0.05
C -0.08 1.86 2.60 -0.09
C 0.85 -0.90 -3.40 -0.17
C 0.19 -2.13 -4.01 -0.19
C 0.99 -3.34 1.84 -0.18
C -0.04 4.19 -1.47 -0.46
C 0.94 -1.13 -0.89 -0.64
C -2.00 3.51 3.59 0.05
H -0.44 -1.77 -4.83 0.13
H 0.69 1.70 4.58 0.14
H 1.71 -1.34 2.23 0.12
H -5.61 1.30 -0.96 0.13
H -1.08 3.21 5.51 0.15
H 2.67 -4.10 0.69 0.10
H 3.75 -2.44 2.25 0.06
H 0.60 -3.45 2.85 0.13
H 1.58 1.49 -1.22 0.09
H 0.26 -3.81 1.17 0.12
H 1.65 -0.52 -4.04 0.14
H 2.97 -3.20 -3.29 0.07
H 0.56 -3.97 -5.01 0.12
H -5.12 -0.01 0.12 0.11
H -3.36 4.73 1.74 0.15
H 2.20 -5.09 2.02 0.12
H 0.05 -1.40 1.62 0.08
H -0.48 -2.57 -3.27 0.12
H 0.66 1.21 2.15 0.10
H 2.50 -4.76 -3.89 0.09
H 4.32 -4.05 2.61 0.09
H 2.44 -2.07 -0.01 0.16
H 1.67 3.35 -2.39 0.16
H 0.14 -0.09 -3.25 0.08
H 1.57 -4.05 -2.58 0.07
H -2.77 4.18 3.97 0.15
H -5.06 3.30 1.29 0.18
H 1.74 2.25 0.19 0.11
H 1.75 -2.74 -5.35 0.12
H -6.15 1.32 0.73 0.11
H 2.01 4.19 -0.88 0.15
H 3.10 -3.32 3.64 0.09
H -2.53 4.10 0.35 0.12
H 2.34 -1.73 -2.15 0.14
```

## Properties
- 2S+1 = 3
- max |F| (eV/Å) = 0.489
- total charge = +3
- E_tot (eV) = -46515.499
- orbital gap (alpha / beta) (eV) = 7.493 / 7.594
- ⟨S²⟩ = 2.014
- LUMO energy (alpha / beta) (eV) = -10.81 / -10.72
- energy relative to the best compared isomer or geometry (same formula, charge and spin) (kJ/mol) = 0.00

=====

[3]
Computed, not measured: a molecular structure, C19H34N5O7P2RuS3Se at a distorted geometry, with ωB97M-V/def2-TZVPD.

XYZ file:
```
72
Properties=species:S:1:pos:R:3:lowdin_charge:R:1
Ru -0.28 -0.15 -0.15 0.88
Se -1.54 -2.66 -4.85 1.23
S 0.29 3.08 1.58 0.95
S -2.75 0.21 0.26 0.93
S -0.17 -0.22 2.44 0.91
P 1.99 3.95 -0.91 0.74
P 3.10 1.13 -1.18 0.49
O 4.22 0.17 -0.60 -0.08
O 2.56 5.39 -0.50 -0.17
O 4.45 3.38 -1.79 -0.01
O -0.73 2.18 0.62 -0.69
O 1.81 0.62 -0.65 -0.35
O 1.42 3.86 -2.29 -0.33
O 3.24 1.14 -2.76 -0.08
N -1.01 -1.21 -5.68 -0.21
N 0.54 -4.86 -0.28 -0.15
N 0.17 -2.35 0.11 -0.23
N -0.61 0.08 -2.29 0.00
N -1.33 -2.00 -3.22 -0.23
C -3.02 1.96 -0.15 -0.37
C 0.79 -2.97 1.32 -0.17
C -0.88 -4.57 -0.37 -0.13
C -0.02 1.79 -3.95 -0.03
C 1.13 -2.59 -1.04 -0.14
C -0.31 2.56 3.17 -0.48
C 0.18 1.17 3.55 -0.46
C -1.79 2.87 -0.08 -0.27
C 4.22 2.98 0.56 -0.06
C -1.89 -0.59 2.77 -0.48
C -0.89 -0.78 -3.37 -0.43
C -0.21 1.29 -2.63 -0.15
C 3.59 2.87 -0.82 -0.63
C 1.29 -4.11 -1.28 -0.13
C -1.14 -3.05 -0.14 -0.15
C -0.27 1.00 -5.01 0.04
C 1.02 -4.50 1.05 -0.12
C -0.72 -0.33 -4.74 -0.38
C -2.92 0.27 2.07 -0.46
H -0.15 1.33 -6.03 0.14
H -2.04 -0.56 3.85 0.10
H 0.33 2.81 -4.05 0.11
H -3.42 1.95 -1.16 0.09
H 1.27 1.17 3.61 0.08
H -1.60 -2.60 -1.00 0.06
H -3.92 -0.09 2.31 0.10
H 0.92 -4.38 -2.27 0.12
H 0.73 -2.10 -1.91 0.07
H 0.12 -2.83 2.17 0.08
H -2.85 1.32 2.37 0.07
H -2.02 3.81 0.43 0.12
H 2.08 -4.73 1.12 0.13
H -1.40 2.66 3.19 0.08
H 2.34 -4.41 -1.22 0.13
H -1.25 -4.87 -1.36 0.12
H 2.07 -2.12 -0.77 0.11
H -1.44 3.12 -1.08 0.10
H 0.03 1.96 -1.81 0.05
H 5.14 0.37 -0.85 0.12
H 0.09 3.30 3.87 0.10
H -3.81 2.29 0.51 0.09
H 0.49 -5.10 1.79 0.13
H -1.40 -5.17 0.37 0.13
H 3.66 2.38 1.29 0.08
H -0.21 0.87 4.52 0.10
H 3.08 0.30 -3.21 0.12
H 4.23 4.02 0.88 0.09
H -2.01 -1.63 2.46 0.06
H 1.72 -2.46 1.54 0.11
H -1.77 -2.89 0.73 0.10
H 5.25 2.62 0.52 0.10
H 4.07 3.28 -2.67 0.10
H 2.49 6.06 -1.19 0.11
```

## Properties
- 2S+1 = 2
- max |F| (eV/Å) = 2.506
- total charge = +2
- E_tot (eV) = -161037.198
- orbital gap (alpha / beta) (eV) = 6.841 / 6.418
- ⟨S²⟩ = 0.755
- LUMO energy (alpha / beta) (eV) = -6.32 / -6.74
- energy relative to the best compared isomer or geometry (same formula, charge and spin) (kJ/mol) = 473.23